Record 1
{"formula": "C6H17BBrNNbO5", "method": "the ωB97M-V functional and the def2-TZVPD basis", "energy_ev": -90491.88874, "e_homo_ev": -4.53, "total_charge": -1, "symbols": ["C", "C", "O", "Nb", "C", "O", "N", "O", "B", "O", "O", "C", "Br", "C", "C", "H", "H", "H", "H", "H", "H", "H", "H", "H", "H", "H", "H", "H", "H", "H", "H", "H"], "positions_angstrom": [[4.0444, -0.5434, -0.2516], [3.1947, 0.6628, -0.5719], [1.8620, 0.3161, -0.9118], [0.2979, 0.1088, 0.1433], [0.0317, -2.2597, 0.0077], [0.4178, -3.1486, 1.1143], [-0.3723, -2.9820, 2.1917], [-0.0842, -3.7499, 3.0455], [-0.1252, 2.5299, 0.3445], [0.5222, 3.4142, -0.5254], [-0.9978, 3.1463, 1.2043], [-1.5591, -0.0865, -1.2285], [-1.8691, 1.5225, -2.3532], [-2.8980, -0.5628, -0.6881], [-3.6480, 0.4707, 0.1459], [4.3358, -1.0883, -1.1534], [4.9583, -0.2589, 0.2749], [3.5037, -1.2360, 0.3967], [3.6718, 1.3052, -1.3222], [3.1347, 1.2862, 0.3252], [1.2849, 0.1028, 1.6928], [-0.8306, 0.0369, 1.5304], [-0.9534, -2.6103, -0.3103], [0.7394, -2.5646, -0.7718], [1.3423, 3.0493, -0.8638], [-1.0679, 4.0924, 1.0123], [-1.2039, -0.8099, -1.9753], [-3.5418, -0.9041, -1.5113], [-2.6869, -1.4361, -0.0638], [-4.1797, 1.1710, -0.5001], [-2.9440, 1.0281, 0.7675], [-4.3794, -0.0020, 0.8053]]}

---

Record 2
{"formula": "C2H3I3S", "method": "the ωB97M-V functional and the def2-TZVPD basis", "spin_multiplicity": 3, "energy_ev": -37255.07410, "e_homo_ev": [-6.77, -9.32], "s2": 2.01, "e_above_lowest_kcal_mol": 11.2, "symbols": ["C", "C", "S", "I", "I", "I", "H", "H", "H"], "positions_angstrom": [[-0.1154, 0.0707, -0.6665], [-2.5250, 0.0506, -0.0487], [0.4143, -1.4145, -0.0158], [-3.4939, -0.3270, -1.8621], [-3.1079, 1.8749, 0.8708], [-2.8035, -1.5834, 1.3811], [-0.0784, 0.9544, -0.0807], [-0.0818, 0.1447, -1.7090], [0.0143, -1.3377, 1.2331]]}

---

Record 3
{"formula": "C7H3ClF2O", "method": "the ωB97M-V functional and the def2-TZVPD basis", "energy_ev": -27306.66984, "e_homo_ev": [-8.53, -8.53], "e_above_lowest_kcal_mol": 9.7, "symbols": ["O", "C", "Cl", "C", "C", "C", "C", "C", "F", "C", "F", "H", "H", "H"], "positions_angstrom": [[-1.9994, 1.6269, 1.5119], [-1.3671, 1.5980, 0.5115], [-1.7746, 2.5950, -0.8457], [-0.2021, 0.7090, 0.3056], [0.6104, 0.8221, -0.9852], [1.3467, 2.0715, -0.7337], [1.9572, 2.4157, 0.2688], [1.6360, 2.2304, 1.5798], [2.2540, 2.6722, 2.6613], [0.6836, 1.0170, 1.6195], [0.1675, 0.5058, 2.6958], [-0.6249, -0.3511, 0.3747], [-0.0394, 0.8518, -1.8114], [1.2824, 0.0455, -0.9938]]}

---

Record 4
{"formula": "C4H9N2P", "method": "the ωB97M-V functional and the def2-TZVPD basis", "energy_ev": -16556.74040, "e_homo_ev": [-8.03, -8.03], "e_above_lowest_kcal_mol": 141.7, "symbols": ["C", "C", "C", "C", "P", "N", "N", "H", "H", "H", "H", "H", "H", "H", "H", "H"], "positions_angstrom": [[-2.7245, 1.8429, 1.7134], [-1.4729, 1.9898, 1.3047], [-0.8818, 0.9562, 0.4397], [0.4551, 0.7812, 0.2574], [1.3751, -0.5814, -0.9503], [1.7837, -1.9439, -1.9646], [1.6342, -3.2699, -1.8793], [-3.1583, 2.4937, 2.4753], [-3.1086, 0.8115, 1.6620], [-0.8835, 2.9707, 1.4447], [-1.5742, 0.4282, -0.1281], [1.0836, 1.3005, 0.9543], [2.5167, -0.2578, -0.0080], [2.1314, 0.0653, -1.8814], [0.7971, -3.6538, -2.2949], [2.0269, -3.9331, -1.1448]]}